Here is a 3-piece molecular cluster, C33H58BrClN5O8P overall at a distorted geometry from the OMol25 dataset. Energies are from ωB97M-V/def2-TZVPD.

The gap between HOMO and LUMO comes out at 7.59 eV.

```
! RIJCOSX wB97M-V def2-TZVPD def2/J DEFGRID3
* xyz 0 1
C 4.482 1.375 4.615
C 3.718 2.716 4.978
O 3.025 3.319 3.886
C 1.775 2.682 3.611
C 0.558 3.694 3.493
O -0.174 3.589 2.263
C -1.433 2.904 2.463
C -1.065 1.365 2.546
C -0.460 0.762 1.298
N -0.280 1.651 0.126
C -1.071 1.360 -0.803
O -1.520 0.990 -1.823
C -0.056 -0.646 1.318
P 0.746 -1.372 -0.201
O 2.113 -1.883 0.226
C -0.231 -1.537 2.537
N 0.228 -2.843 2.416
C 0.033 -3.476 3.605
C 0.543 -4.976 3.676
C -0.607 -2.911 4.839
C -0.775 -3.755 6.169
Br -2.614 -3.347 6.856
C 0.229 -3.147 7.238
C 1.738 -3.167 6.743
N -1.051 -1.630 4.891
C -0.843 -0.915 3.720
C -1.272 0.538 3.724
C -1.944 1.108 5.036
C -3.398 0.422 5.102
C -4.438 1.251 5.942
Cl -4.303 0.757 7.698
H 4.423 0.686 5.515
H 4.046 0.810 3.751
H 5.587 1.561 4.469
H 3.049 2.485 5.865
H 4.499 3.453 5.334
H 1.519 1.981 4.468
H 1.834 2.022 2.690
H -0.125 3.614 4.382
H 1.013 4.732 3.531
H -2.070 3.116 1.554
H -1.974 3.271 3.374
H -0.006 -2.481 -0.689
H 0.844 -0.386 -1.221
H 0.600 -5.332 2.603
H -0.188 -5.656 4.185
H 1.573 -4.989 4.117
H -0.641 -4.851 6.011
H 0.108 -3.713 8.208
H -0.044 -2.082 7.463
H 2.418 -3.760 7.418
H 1.882 -3.566 5.706
H 2.141 -2.110 6.753
H -1.996 2.225 5.024
H -1.385 0.727 5.935
H -3.770 0.403 4.030
H -3.270 -0.631 5.481
H -4.388 2.359 5.792
H -5.465 0.913 5.609
C -1.917 -5.070 -6.851
O -2.007 -3.680 -7.113
C -3.247 -3.110 -6.695
C -3.022 -2.135 -5.547
N -2.646 -2.839 -4.323
C -2.180 -1.957 -3.255
C -0.876 -1.190 -3.497
O 0.275 -2.013 -3.564
C 0.575 -2.558 -4.840
H -0.992 -5.437 -7.297
H -1.880 -5.265 -5.775
H -2.757 -5.609 -7.299
H -3.984 -3.875 -6.432
H -3.641 -2.556 -7.551
H -3.942 -1.571 -5.366
H -2.240 -1.430 -5.856
H -1.904 -3.497 -4.539
H -2.043 -2.583 -2.367
H -2.976 -1.244 -3.013
H -0.716 -0.548 -2.627
H -0.934 -0.519 -4.362
H 0.256 -1.906 -5.657
H 0.124 -3.547 -4.945
H 1.657 -2.688 -4.904
C 4.302 3.698 -5.546
O 3.777 2.947 -4.465
C 3.329 3.762 -3.382
C 1.818 3.658 -3.231
N 1.130 4.316 -4.340
C -0.306 4.046 -4.386
C -0.738 2.602 -4.662
O -0.418 2.143 -5.969
C 0.883 1.592 -6.101
H 4.715 2.998 -6.273
H 3.516 4.280 -6.038
H 5.103 4.363 -5.210
H 3.650 4.802 -3.489
H 3.798 3.366 -2.477
H 1.515 4.131 -2.292
H 1.559 2.593 -3.180
H 1.542 4.003 -5.212
H -0.720 4.678 -5.177
H -0.759 4.383 -3.448
H -1.831 2.578 -4.602
H -0.381 1.900 -3.902
H 1.231 1.115 -5.181
H 1.591 2.361 -6.420
H 0.850 0.836 -6.889
*
```

***

Here is a 9-piece molecular cluster, C33H58N10O overall at a distorted geometry from the OMol25 dataset. Energies are from ωB97M-V/def2-TZVPD.

The gap between HOMO and LUMO comes out at 9.09 eV.

```
! RIJCOSX wB97M-V def2-TZVPD def2/J DEFGRID3
* xyz 0 1
C -1.135 0.317 -0.891
O -0.170 1.087 -0.841
N -1.006 -1.022 -1.117
N -2.414 0.727 -0.646
H -0.077 -1.396 -1.171
H -1.793 -1.652 -1.120
H -3.180 0.078 -0.591
H -2.573 1.719 -0.602
C -1.339 5.864 -2.116
C -0.973 6.365 -0.720
C -1.261 5.359 0.399
C -2.423 4.508 0.143
N -3.335 3.841 -0.058
H -0.991 4.862 -2.362
H -1.085 6.601 -2.877
H -2.432 5.788 -2.194
H -1.476 7.322 -0.569
H 0.091 6.610 -0.708
H -1.386 5.845 1.365
H -0.404 4.684 0.476
C -0.629 -5.187 0.249
C -1.933 -5.975 0.095
C -3.176 -5.171 0.477
C -3.346 -3.950 -0.302
N -3.503 -3.015 -0.950
H 0.121 -5.572 -0.441
H -0.237 -5.236 1.261
H -0.741 -4.139 -0.039
H -1.882 -6.813 0.794
H -2.010 -6.402 -0.905
H -3.148 -4.939 1.544
H -4.085 -5.769 0.364
C -1.735 1.308 3.578
C -3.179 1.021 3.993
C -4.215 1.819 3.198
C -4.653 1.204 1.937
N -5.060 0.727 0.976
H -1.549 1.063 2.534
H -1.046 0.836 4.273
H -1.646 2.395 3.671
H -3.283 1.341 5.033
H -3.447 -0.036 3.976
H -3.798 2.783 2.886
H -5.126 1.979 3.774
C 2.632 3.029 2.904
C 1.334 2.468 2.349
C 1.487 1.111 1.645
C 2.392 0.172 2.287
N 3.162 -0.541 2.757
H 3.321 3.296 2.097
H 3.147 2.340 3.575
H 2.473 3.944 3.478
H 0.883 3.180 1.655
H 0.625 2.416 3.177
H 1.817 1.332 0.630
H 0.514 0.631 1.550
C -0.902 -3.717 -3.191
C 0.069 -3.857 -4.363
C 1.152 -4.915 -4.037
C 1.785 -4.668 -2.747
N 2.298 -4.491 -1.736
H -0.364 -3.247 -2.370
H -1.244 -4.697 -2.859
H -1.729 -3.073 -3.484
H 0.587 -2.928 -4.599
H -0.459 -4.205 -5.252
H 1.886 -4.951 -4.845
H 0.717 -5.918 -4.037
C 2.867 -0.874 -1.423
C 4.159 -1.496 -0.891
C 5.210 -1.879 -1.907
C 5.784 -0.755 -2.631
N 6.239 0.135 -3.205
H 2.544 -1.436 -2.302
H 3.087 0.170 -1.648
H 2.057 -0.906 -0.697
H 3.890 -2.346 -0.256
H 4.596 -0.842 -0.127
H 4.851 -2.658 -2.586
H 6.023 -2.403 -1.389
C 2.356 3.006 -2.997
C 1.954 3.709 -1.703
C 3.109 4.574 -1.179
C 2.740 5.444 -0.057
N 2.450 6.105 0.835
H 2.971 3.581 -3.682
H 1.455 2.620 -3.477
H 2.896 2.091 -2.736
H 1.697 3.002 -0.909
H 1.023 4.265 -1.826
H 3.490 5.203 -1.985
H 3.917 3.948 -0.796
N -2.738 -2.448 2.894
C -1.796 -1.830 2.109
C -0.587 -2.406 2.393
C -0.792 -3.340 3.444
C -2.134 -3.350 3.732
H -3.713 -2.209 2.939
H -2.128 -1.048 1.447
H 0.367 -2.253 1.913
H -0.035 -3.923 3.940
H -2.729 -3.941 4.407
*
```

***

Here is C33H58N3O10PS2 as an isolated structure at a distorted geometry from the OMol25 dataset. Energies are from ωB97M-V/def2-TZVPD.

The gap between HOMO and LUMO comes out at 6.94 eV.

```
! RIJCOSX wB97M-V def2-TZVPD def2/J DEFGRID3
* xyz 0 1
C 5.733 -2.030 -1.430
C 5.873 -0.610 -0.683
C 6.507 0.380 -1.736
O 6.464 1.772 -1.381
C 5.147 2.244 -1.091
C 4.027 1.770 -2.082
C 4.187 1.897 -3.524
C 3.161 1.434 -4.514
N 3.278 1.559 -5.884
S 1.828 0.878 -6.398
N 1.075 0.424 -4.977
C 1.911 0.797 -3.931
C 1.705 0.645 -2.445
C 0.400 -0.046 -1.973
C -0.877 0.720 -1.857
C -2.075 -0.030 -1.392
C -1.880 -1.458 -1.066
N -0.717 -2.183 -1.132
C 0.356 -1.471 -1.593
C 2.746 1.135 -1.515
P 2.378 0.919 0.303
S 2.389 -0.931 0.909
H 5.760 -1.913 -2.559
H 4.748 -2.532 -1.203
H 6.617 -2.696 -1.190
H 4.836 -0.350 -0.350
H 6.553 -0.811 0.193
H 6.114 0.165 -2.778
H 7.610 0.113 -1.793
H 5.192 3.375 -1.178
H 4.846 2.050 -0.016
H 5.136 2.357 -3.909
H -0.948 1.806 -2.111
H -3.088 0.431 -1.288
H -2.792 -2.012 -0.701
H 1.325 -2.038 -1.698
H 1.041 1.413 0.501
H 3.209 1.684 1.167
C -0.449 -8.389 -2.999
O -0.209 -7.351 -3.927
C -0.180 -7.825 -5.267
C -0.460 -6.688 -6.237
O -1.849 -6.380 -6.353
C -2.425 -5.673 -5.255
C -2.027 -4.206 -5.216
O -0.732 -4.060 -4.648
C -0.119 -2.844 -5.025
H 0.340 -9.147 -3.054
H -0.455 -7.957 -1.998
H -1.425 -8.850 -3.184
H -0.924 -8.617 -5.409
H 0.822 -8.229 -5.456
H -0.156 -7.016 -7.234
H 0.124 -5.797 -6.000
H -2.218 -6.175 -4.309
H -3.505 -5.724 -5.417
H -2.732 -3.651 -4.584
H -2.048 -3.795 -6.231
H 0.022 -2.809 -6.112
H 0.862 -2.796 -4.551
H -0.719 -1.989 -4.693
C -0.537 3.057 5.311
O 0.522 3.863 4.837
C 1.455 3.119 4.066
C 2.245 4.042 3.153
O 1.527 4.408 1.973
C 0.483 5.365 2.156
C 1.001 6.778 2.374
O 1.415 6.951 3.723
C 2.331 8.018 3.867
H -0.156 2.255 5.952
H -1.211 3.686 5.892
H -1.097 2.631 4.472
H 0.937 2.364 3.463
H 2.139 2.620 4.763
H 3.122 3.492 2.797
H 2.613 4.923 3.680
H -0.202 5.056 2.947
H -0.083 5.355 1.221
H 0.197 7.498 2.178
H 1.835 6.971 1.690
H 3.243 7.818 3.294
H 2.598 8.096 4.921
H 1.880 8.962 3.543
C -2.953 0.799 1.946
O -3.526 0.776 3.238
C -3.946 2.067 3.662
C -5.001 1.951 4.751
O -6.303 1.671 4.242
C -6.524 0.335 3.794
C -6.676 -0.659 4.934
O -5.400 -1.027 5.445
C -5.477 -1.525 6.765
H -2.068 1.446 1.927
H -2.655 -0.216 1.686
H -3.688 1.144 1.210
H -4.356 2.634 2.818
H -3.068 2.590 4.058
H -5.087 2.926 5.239
H -4.714 1.232 5.521
H -5.756 0.023 3.084
H -7.471 0.367 3.249
H -7.162 -1.571 4.565
H -7.291 -0.216 5.725
H -5.864 -0.755 7.441
H -4.470 -1.791 7.086
H -6.112 -2.417 6.806
*
```

***

Here is C33H59BClFI2NO12P2S as an isolated structure at a distorted geometry from the OMol25 dataset. Energies are from ωB97M-V/def2-TZVPD.

The gap between HOMO and LUMO comes out at 7.14 eV.

```
! RIJCOSX wB97M-V def2-TZVPD def2/J DEFGRID3
* xyz 1 1
C 1.116 -1.650 -3.658
C 2.000 -1.739 -2.865
N 2.982 -1.903 -1.914
C 2.770 -2.809 -0.919
B 1.352 -3.592 -0.965
C 0.970 -4.694 -2.000
O 0.454 -3.177 -0.028
C 3.737 -2.984 0.056
C 3.532 -4.021 1.149
C 4.310 -5.327 0.899
C 4.140 -5.965 -0.491
C 4.203 -7.512 -0.353
S 2.530 -8.110 -0.098
O 2.531 -9.424 0.444
O 1.813 -7.119 0.649
Cl 1.765 -8.131 -1.987
C 4.906 -2.179 0.015
C 5.900 -2.352 1.146
C 5.365 -1.560 2.370
F 7.147 -1.843 0.866
C 5.090 -1.259 -1.038
O 6.180 -0.467 -1.097
C 7.337 -1.068 -1.770
C 7.840 -0.223 -2.943
C 9.221 0.378 -2.584
C 9.585 1.578 -3.477
C 4.108 -1.144 -2.014
C 4.157 -0.241 -3.186
I 5.047 -0.967 -4.940
C 3.598 0.968 -3.058
C 2.973 1.479 -1.793
I 3.572 2.277 -4.706
H 0.298 -1.401 -4.296
H 0.310 -4.235 -2.744
H 1.863 -5.060 -2.507
H 0.395 -5.503 -1.550
H 0.931 -2.686 0.652
H 2.472 -4.217 1.315
H 3.907 -3.622 2.091
H 5.383 -5.190 1.048
H 4.007 -6.078 1.629
H 4.895 -5.645 -1.212
H 3.176 -5.745 -0.953
H 4.831 -7.807 0.485
H 4.573 -7.936 -1.286
H 6.010 -3.385 1.460
H 5.611 -2.041 3.313
H 4.275 -1.548 2.293
H 5.670 -0.517 2.313
H 7.119 -2.111 -2.013
H 8.121 -1.092 -1.016
H 8.029 -0.896 -3.782
H 7.140 0.558 -3.234
H 9.158 0.748 -1.555
H 9.961 -0.420 -2.644
H 10.067 1.197 -4.382
H 8.666 2.083 -3.776
H 10.298 2.249 -3.006
H 1.882 1.407 -1.796
H 3.262 2.525 -1.685
H 3.348 0.968 -0.903
O -0.323 2.706 -1.722
P -1.696 2.446 -1.221
O -2.289 1.222 -2.101
C -1.698 -0.063 -1.957
C -2.140 -0.790 -0.700
O -2.548 3.675 -1.865
C -1.908 4.867 -2.329
C -1.723 4.833 -3.831
O -2.727 2.279 0.006
C -2.571 3.109 1.191
C -3.238 4.461 1.030
H -0.606 0.036 -1.976
H -1.996 -0.638 -2.836
H -1.762 -0.289 0.194
H -1.755 -1.810 -0.714
H -3.226 -0.815 -0.618
H -0.957 5.026 -1.819
H -2.559 5.701 -2.059
H -1.204 3.928 -4.146
H -1.154 5.700 -4.170
H -2.693 4.837 -4.331
H -1.512 3.221 1.436
H -3.043 2.568 2.009
H -2.622 5.131 0.430
H -3.385 4.936 2.000
H -4.201 4.365 0.531
O -9.449 2.850 2.086
P -8.899 3.255 3.397
O -8.282 4.737 3.225
C -9.164 5.842 2.988
C -9.848 6.307 4.261
O -7.504 2.396 3.465
C -7.301 1.254 2.635
C -6.476 1.613 1.418
O -9.016 3.306 5.008
C -9.643 2.201 5.710
C -8.671 1.069 5.980
H -9.900 5.573 2.226
H -8.549 6.645 2.585
H -10.547 5.554 4.629
H -10.404 7.227 4.081
H -9.115 6.480 5.049
H -8.250 0.802 2.346
H -6.766 0.514 3.237
H -6.906 2.454 0.874
H -6.398 0.764 0.738
H -5.469 1.911 1.720
H -10.512 1.847 5.151
H -10.003 2.609 6.653
H -8.514 0.461 5.090
H -9.062 0.413 6.758
H -7.701 1.455 6.289
*
```